Entry 1:
C16H28MnN7O2S4SbSe | ωB97M-V/def2-TZVPD

Structure (ORCA input):
```
! RIJCOSX wB97M-V def2-TZVPD def2/J DEFGRID3
* xyz 3 1
Mn 1.21047 -0.90465 1.16368
C 5.22535 -0.69237 0.80900
C 3.81202 -0.44973 0.85107
N 3.06002 -1.13032 1.61384
O 3.58697 -2.06998 2.46730
C 3.12755 0.55051 0.03468
C 3.90599 1.71068 -0.61492
N 1.85463 0.48660 0.23329
O 0.99248 1.14775 -0.40576
H 5.63475 -0.25822 -0.13493
H 5.55190 -1.72956 0.72813
H 5.82367 -0.35805 1.62814
H 4.10214 -1.63175 3.22139
H 3.20113 2.36626 -1.12893
H 4.53798 1.30868 -1.43066
H 4.52989 2.29438 0.08971
S -2.45671 -1.03493 5.25424
Sb -1.50061 0.01440 3.50850
S -2.13587 1.43512 0.12212
S 0.79788 0.25607 3.13128
S -2.97678 1.43387 2.11477
C -3.26353 4.77277 1.49828
N -3.36954 5.02217 0.06376
C -4.16015 5.94896 -0.62472
C -3.85773 5.86506 -1.90715
N -2.88425 4.83856 -2.01253
C -2.39536 4.19463 -3.34080
C -2.60298 4.34643 -0.81519
Se -1.11709 3.27371 -0.24826
H -2.56306 5.37370 2.08554
H -2.99264 3.76988 1.64139
H -4.28258 4.81517 1.92243
H -4.69633 6.67967 -0.03814
H -4.29435 6.30446 -2.76594
H -3.09354 3.38854 -3.44813
H -1.37133 3.94529 -3.18765
H -2.51819 4.91384 -4.17928
C -0.59162 -4.79376 1.67443
C -0.52970 -3.28782 1.99542
N 0.79439 -2.92331 1.50067
C 0.59618 -3.00312 -0.02586
N 1.01985 -1.90838 -0.56896
C 0.76195 -1.74801 -2.02440
C -0.39072 -2.49634 -2.59955
C -0.30775 -3.91592 -2.10239
N -0.07797 -3.95315 -0.64363
C -0.59801 -5.09713 0.16619
H -1.38418 -5.33262 2.19263
H 0.31182 -5.15918 2.06035
H -0.58426 -3.18742 3.06953
H -1.25659 -2.63974 1.48423
H 1.62891 -3.35622 1.83387
H 1.67454 -2.18444 -2.57406
H 0.71352 -0.67527 -2.17091
H -0.41103 -2.46009 -3.69664
H -1.26217 -1.96648 -2.19451
H 0.40059 -4.41455 -2.70009
H -1.29718 -4.33547 -2.32337
H -0.03361 -6.01515 -0.05765
H -1.59917 -5.34400 -0.19486
*
```

Values from the calculation:
energy	-6544.562852	Ha
HOMO level (alpha / beta)	-0.617 / -0.617	Ha

These are the Mulliken partial charges, in e, on atoms 1 to 6: -0.833, -1.518, 0.917, 0.603, -0.503, 0.330

---

Entry 2:
C16H28N4O4S2Si2 | ωB97M-V/def2-TZVPD

Structure (ORCA input):
```
! RIJCOSX wB97M-V def2-TZVPD def2/J DEFGRID3
* xyz 0 1
C 2.08800 -0.82776 4.94786
C 2.04649 0.57575 4.90976
C 0.78476 1.23757 4.31889
Si 0.98970 1.63385 2.45921
N 0.25062 3.23121 2.20275
C -0.78623 3.37729 2.79567
S -1.92115 3.71277 3.86820
O 0.22825 0.36681 1.62399
Si 0.50162 0.31576 -0.05844
C -0.37343 -1.27255 -0.66461
C -1.90499 -1.24225 -0.39627
C -2.54966 -2.51652 0.25526
N -2.67336 -0.26729 -0.67336
C 2.33423 0.24239 -0.55493
C 2.87175 -1.20140 -0.73937
O 2.51479 -1.80017 -1.72583
N 3.78800 -1.85196 0.14266
C 3.82263 -1.26174 1.49498
C 5.13028 -2.01444 -0.44963
S -0.35595 1.97213 -1.20582
C -1.69987 2.88488 -0.38572
O -0.92094 1.43466 -2.45241
O 0.74732 2.89402 -1.55304
H 2.74077 -1.36113 4.22014
H 1.48487 -1.43662 5.64786
H 2.87473 1.21295 5.28082
H 0.54072 2.15493 4.90960
H -0.06513 0.52200 4.48626
H 2.43282 1.71761 2.17050
H 0.02858 -2.08082 -0.00962
H -0.11325 -1.39966 -1.73594
H -1.80589 -3.33604 0.36613
H -2.96854 -2.29186 1.26523
H -3.39889 -2.86715 -0.36860
H -3.63007 -0.50894 -0.39137
H 2.98323 0.88329 0.08805
H 2.38399 0.72045 -1.56649
H 3.95959 -0.15789 1.52460
H 2.94468 -1.63113 2.06466
H 4.71918 -1.69424 2.00478
H 5.76256 -1.09803 -0.39941
H 5.62971 -2.86234 0.07841
H 4.97808 -2.37504 -1.49238
H -2.42130 3.16327 -1.18061
H -2.18754 2.32604 0.44114
H -1.25162 3.83960 -0.02196
N -4.18396 0.01468 -5.68056
C -2.98372 0.01007 -5.01702
C -3.23874 -0.15380 -3.68114
C -4.64737 -0.25801 -3.53219
C -5.20221 -0.15295 -4.78270
H -4.29802 0.12384 -6.67233
H -2.05555 0.12546 -5.55242
H -2.50220 -0.19494 -2.90248
H -5.19319 -0.39492 -2.61142
H -6.22918 -0.18169 -5.10936
*
```

Values from the calculation:
energy	-2521.755939	Ha
HOMO level	-0.284	Ha

These are the Mulliken partial charges, in e, on atoms 1 to 6: -0.680, -0.374, -0.546, 0.352, -0.282, 0.274

---

Entry 3:
C16H29BBr2ClF3IKN2NaO10P | ωB97M-V/def2-TZVPD

Structure (ORCA input):
```
! RIJCOSX wB97M-V def2-TZVPD def2/J DEFGRID3
* xyz 0 1
C 3.98076 0.76963 1.11407
O 2.75659 0.08180 1.42658
B 1.76127 0.41587 0.56575
O 1.49534 1.74359 0.33585
C 0.81403 -0.64149 -0.16916
N -0.44627 -0.63258 0.55515
C -1.49154 -1.52420 0.04496
C -2.55035 -0.69726 -0.71556
Br -1.77418 0.22813 -2.23571
C -3.78667 -1.45440 -1.21553
C -4.40155 -2.45701 -0.19562
Br -5.13970 -0.15756 -1.68822
C -1.00196 -2.78180 -0.70765
N 0.43238 -2.85576 -1.06180
C 1.35972 -2.05589 -0.21073
C 2.74609 -2.02946 -0.87390
C 3.26893 -3.35060 -1.45968
C 2.79721 -3.74169 -2.85649
I 3.05474 -2.21377 -4.32133
P 1.54544 -2.80541 1.49741
O 1.11794 -1.96651 2.59209
O 0.74147 -4.17116 1.51657
O 3.05913 -3.23889 1.70810
H 3.95592 1.79528 1.44730
H 4.15983 0.79091 0.04318
H 4.80938 0.24657 1.56436
H 1.47755 1.95496 -0.60990
H 0.73476 -0.30594 -1.21163
H -0.82888 0.30441 0.54380
H -2.03346 -1.87814 0.91012
H -2.90827 0.01268 0.01393
H -3.51438 -1.89682 -2.18109
H -3.66103 -3.10652 0.29156
H -5.07966 -3.12252 -0.75467
H -5.01795 -1.93017 0.51221
H -1.25122 -3.67145 -0.09141
H -1.56091 -2.91673 -1.64600
H 0.68112 -4.01127 -1.05401
H 0.54440 -2.52825 -2.01940
H 3.46699 -1.70731 -0.14692
H 2.71177 -1.24700 -1.62395
H 4.34188 -3.24534 -1.51900
H 3.07638 -4.15389 -0.75556
H 1.79758 -4.12925 -2.85593
H 3.39966 -4.56952 -3.18477
H 0.28329 -4.15775 2.37493
H 3.17304 -4.17584 1.47104
Cl -0.05550 -5.48262 -1.17235
K -2.97191 -4.26063 -2.24078
C -6.95989 1.46492 -4.45646
O -7.30680 1.89754 -3.32760
O -7.59022 0.54043 -5.08257
O -5.91642 1.88338 -5.07902
C 1.18596 3.83266 3.26107
C 1.28878 4.64278 1.98806
O 0.14217 5.51854 1.83556
C 0.15898 6.64669 2.48744
O 1.04316 7.04448 3.20899
C -1.11350 7.45543 2.17772
F -2.19959 6.67858 2.23584
F -1.02137 7.97786 0.94482
F -1.25062 8.45505 3.05547
H 0.24322 3.28639 3.28899
H 2.00820 3.12124 3.32107
H 1.21840 4.47406 4.14151
H 1.27534 3.98466 1.12651
H 2.21169 5.21999 1.94808
Na 2.51335 8.80393 3.17428
*
```

Values from the calculation:
energy	-8822.895647	Ha
HOMO level	-0.108	Ha

These are the Mulliken partial charges, in e, on atoms 1 to 6: -0.861, -0.391, 0.252, -0.055, -0.990, -0.132